Entry 1:
DFT (ωB97M-V with the def2-TZVPD basis set) results for C34H52CuFIN4O9P2 as an isolated structure.

Output
* orbital gap (alpha / beta): 8.143 / 8.143 eV
* <S²>: 0.75
* HOMO (alpha / beta): -12.72 / -12.72 eV
* charge: +2
* molecular weight: 932.20 g/mol
* electronic energy: -134520.402 eV
* 2S+1: 2

Element x y z (Å)
Cu: 0.1606 -0.1119 -0.0804
C: -2.0898 -6.0338 4.1162
C: -3.0069 -4.8588 3.8083
N: -2.5210 -4.0432 2.6811
C: -1.7771 -2.9567 2.9433
C: -1.2453 -2.1118 2.0144
C: -0.4535 -0.9598 2.5985
O: -0.3565 -0.8935 3.8113
O: 0.0920 -0.1185 1.7802
C: -1.4846 -2.3715 0.6325
O: -1.0921 -1.6687 -0.3286
C: -2.2756 -3.5764 0.3427
C: -2.5417 -3.9313 -0.9817
C: -3.2755 -5.0446 -1.2733
F: -3.5298 -5.3241 -2.5700
C: -3.7729 -5.8901 -0.2715
C: -3.4924 -5.5452 1.0383
C: -2.7748 -4.3906 1.3637
N: -4.4934 -7.0828 -0.5307
C: -4.5612 -7.6247 -1.8895
C: -5.2390 -9.0016 -1.8216
N: -5.0249 -9.5560 -0.4412
C: -5.8447 -8.7799 0.5568
C: -5.7538 -7.2972 0.1766
H: -2.4940 -6.6139 4.9475
H: -1.0981 -5.6790 4.4011
H: -1.9769 -6.6943 3.2531
H: -3.0799 -4.1978 4.6673
H: -4.0198 -5.1868 3.5831
H: -1.5943 -2.7274 3.9861
H: -2.1727 -3.3002 -1.7808
H: -3.8018 -6.2171 1.8254
H: -3.5510 -7.7293 -2.2777
H: -5.1254 -6.9973 -2.5821
H: -4.8216 -9.6866 -2.5535
H: -6.3138 -8.9495 -1.9702
H: -4.0408 -9.4272 -0.2035
H: -5.2332 -10.5506 -0.3909
H: -5.4355 -8.9863 1.5428
H: -6.8662 -9.1484 0.5097
H: -5.8043 -6.6979 1.0770
H: -6.6061 -7.0060 -0.4476
C: 3.6501 2.8344 -3.5286
C: 2.7394 2.0232 -4.4276
C: 1.8716 2.8735 -5.3338
O: 1.9561 1.0891 -3.6074
P: 0.5890 1.2527 -2.8674
O: 0.3775 0.0217 -2.0441
C: 0.5989 2.7410 -1.8613
P: -0.8773 2.8279 -0.8087
O: -1.2467 1.5069 -0.2447
O: -0.4366 3.9287 0.2163
C: -1.1897 4.1274 1.4789
C: -0.5146 3.3206 2.5642
C: -1.2012 5.6136 1.7414
O: -2.0684 3.3811 -1.6646
C: -2.1010 4.7438 -2.2098
C: -3.3550 5.4020 -1.6845
C: -2.0647 4.6458 -3.7179
O: -0.5567 1.5580 -3.8768
C: -1.4277 0.5673 -4.5346
C: -2.5115 0.1592 -3.5566
C: -0.6309 -0.5967 -5.0904
H: 4.4005 3.3400 -4.1371
H: 4.1678 2.1858 -2.8184
H: 3.0950 3.5982 -2.9778
H: 3.3444 1.3525 -5.0318
H: 1.2322 3.5506 -4.7610
H: 1.2387 2.2634 -5.9792
H: 2.5206 3.4808 -5.9651
H: 0.6806 3.6430 -2.4697
H: 1.4640 2.6765 -1.1945
H: -2.2067 3.7616 1.3222
H: 0.5084 3.6776 2.7111
H: -0.4927 2.2589 2.3162
H: -1.0586 3.4442 3.5020
H: -0.1821 5.9721 1.9009
H: -1.7874 5.8264 2.6362
H: -1.6360 6.1610 0.9035
H: -1.2242 5.2821 -1.8415
H: -4.2368 4.8650 -2.0394
H: -3.4078 6.4333 -2.0352
H: -3.3662 5.4047 -0.5939
H: -2.9310 4.0849 -4.0762
H: -1.1625 4.1401 -4.0670
H: -2.0954 5.6464 -4.1504
H: -1.8567 1.1408 -5.3518
H: -2.0817 -0.3869 -2.7130
H: -3.2324 -0.4798 -4.0686
H: -3.0340 1.0361 -3.1694
H: -0.1767 -1.1797 -4.2850
H: 0.1546 -0.2594 -5.7693
H: -1.3047 -1.2466 -5.6485
I: 5.6030 -0.7003 -2.5465
C: 4.4688 -0.2168 -0.8691
C: 5.0618 0.2433 0.2961
C: 4.2466 0.5643 1.3697
C: 2.8768 0.4281 1.2426
N: 2.3104 -0.0082 0.1109
C: 3.0921 -0.3369 -0.9267
H: 6.1366 0.3475 0.3656
H: 4.6702 0.9190 2.2990
H: 2.1970 0.6537 2.0532
H: 2.5965 -0.6878 -1.8200

Atomic partial charges in e from the Mulliken method, atoms 1 to 5: atom 1 (Cu): -0.060, atom 2 (C): -1.001, atom 3 (C): -1.059, atom 4 (N): 0.267, atom 5 (C): -0.081

***

Entry 2:
DFT (ωB97M-V with the def2-TZVPD basis set) results for C34H53As3BrNOSSn as an isolated structure.

Output
* orbital gap: 7.372 eV
* HOMO: -7.11 eV
* charge: 0
* molecular weight: 947.25 g/mol
* electronic energy: -308880.890 eV
* 2S+1: 1

Element x y z (Å)
Sn: 0.7187 0.0742 -1.1968
C: -1.3790 2.9608 1.4866
As: -1.7309 1.3660 0.4118
C: -2.7510 0.4113 1.7867
C: -3.1904 2.2776 -0.5817
C: -4.1241 1.5608 -1.5860
C: -4.7885 0.3562 -0.9057
C: -3.3775 1.1417 -2.8655
As: -2.1340 -0.3842 -2.8081
C: -3.3595 -1.9113 -2.9141
C: -1.7541 -0.3198 -4.7301
C: -5.1824 2.6141 -1.9930
As: -6.8318 2.2576 -3.0380
C: -7.9055 1.3775 -1.6498
C: -6.4806 0.6457 -4.1067
H: -2.3167 3.3227 1.9078
H: -0.9399 3.7386 0.8602
H: -0.6854 2.7307 2.2905
H: -3.6389 0.9740 2.0773
H: -2.0957 0.3040 2.6534
H: -3.0384 -0.5830 1.4468
H: -2.6919 3.1093 -1.0874
H: -3.8070 2.7180 0.2050
H: -4.0323 -0.3482 -0.5541
H: -5.4442 -0.1788 -1.5947
H: -5.3801 0.6727 -0.0419
H: -2.7663 1.9786 -3.2153
H: -4.0977 0.9284 -3.6540
H: -4.1582 -1.7329 -3.6370
H: -3.7862 -2.1490 -1.9426
H: -2.7660 -2.7660 -3.2425
H: -2.6711 -0.1191 -5.2870
H: -1.3408 -1.2747 -5.0600
H: -1.0254 0.4646 -4.9438
H: -4.6775 3.4145 -2.5373
H: -5.5936 3.0841 -1.0945
H: -8.0182 2.0563 -0.8040
H: -7.4726 0.4403 -1.3008
H: -8.8972 1.1784 -2.0581
H: -5.8217 0.8797 -4.9423
H: -7.4462 0.3440 -4.5166
H: -6.0675 -0.1879 -3.5378
C: 7.5200 0.8150 3.2731
C: 6.8143 -0.5272 3.0269
C: 6.6292 -1.2539 4.3679
C: 7.7127 -1.3844 2.1369
C: 5.4486 -0.2723 2.3878
C: 5.0877 -0.7516 1.1423
C: 3.8263 -0.4640 0.6412
Br: 3.4051 -1.1710 -1.0825
C: 2.8396 0.2995 1.2860
O: 1.6513 0.5512 0.7694
C: 3.2276 0.7842 2.5767
C: 4.4911 0.4892 3.0647
C: 2.2601 1.6401 3.3998
C: 2.8386 2.0162 4.7642
C: 1.9886 2.9517 2.6405
C: 0.9595 0.8581 3.6643
H: 8.5132 0.6518 3.7069
H: 6.9492 1.4455 3.9612
H: 7.6390 1.3622 2.3331
H: 7.6016 -1.4693 4.8250
H: 6.0988 -2.1999 4.2204
H: 6.0506 -0.6492 5.0730
H: 8.6739 -1.5404 2.6333
H: 7.9068 -0.8973 1.1758
H: 7.2688 -2.3670 1.9465
H: 5.7573 -1.3573 0.5437
H: 4.7578 0.8674 4.0463
H: 3.7432 2.6254 4.6710
H: 3.0722 1.1309 5.3658
H: 2.0955 2.6053 5.3105
H: 2.9298 3.4911 2.4887
H: 1.3151 3.5997 3.2173
H: 1.5438 2.7543 1.6645
H: 1.1782 -0.0410 4.2534
H: 0.4897 0.5530 2.7310
H: 0.2569 1.4734 4.2404
S: -0.6827 -4.3622 -0.2790
C: -0.8309 -3.4395 1.1467
C: -0.4287 -2.1535 0.9554
C: -0.0067 -1.8654 -0.3803
C: -0.0843 -2.9939 -1.1653
C: 0.3292 -3.1315 -2.5704
C: 0.1727 -4.3053 -3.3157
C: 0.6200 -4.3427 -4.6234
C: 1.2088 -3.2125 -5.1800
C: 1.3079 -2.0847 -4.3883
N: 0.8792 -2.0444 -3.1248
H: -1.1960 -3.9055 2.0528
H: -0.4276 -1.4120 1.7489
H: -0.2975 -5.1713 -2.8650
H: 0.5128 -5.2479 -5.2093
H: 1.5797 -3.2078 -6.1964
H: 1.7493 -1.1666 -4.7715

Atomic partial charges in e from the Mulliken method, atoms 1 to 5: atom 1 (Sn): 0.059, atom 2 (C): -1.090, atom 3 (As): 0.815, atom 4 (C): -1.391, atom 5 (C): -2.341

***

Entry 3:
DFT (ωB97M-V with the def2-TZVPD basis set) results for C34H53BFN13O5SSi2 as an isolated structure at a distorted geometry.

Output
* orbital gap: 8.570 eV
* HOMO: -8.48 eV
* charge: 0
* molecular weight: 841.93 g/mol
* electronic energy: -95707.753 eV
* 2S+1: 1

Element x y z (Å)
C: 0.3266 3.8324 5.3097
C: -0.4514 3.0967 4.0897
F: -1.6602 3.7745 3.6868
Si: 0.7246 2.6407 2.6336
C: 1.9057 1.2827 3.3621
C: 1.3115 -0.2136 3.1663
C: 0.0778 -0.5164 4.1312
N: -1.2785 -0.4349 3.5766
O: 0.2923 -0.7837 5.3474
O: -0.1675 1.9612 1.2549
C: 0.6960 1.7992 0.1328
O: 1.9705 1.6443 0.2505
C: 0.1428 1.7595 -1.4211
C: 0.9959 2.6550 -2.4302
C: 0.6276 2.6661 -3.9259
C: -0.5762 1.7785 -4.3704
C: -1.4329 0.9367 -3.3942
C: -1.0771 0.9046 -1.8727
O: 1.7448 3.9239 2.1212
Si: 0.9260 5.4451 2.0153
S: 2.2844 6.8119 0.9822
B: -0.7115 5.4289 0.9817
N: -1.0153 4.5418 -0.1765
O: -1.7428 6.4042 1.3469
H: -0.0816 4.8715 5.5163
H: 1.4397 3.8945 5.0085
H: 0.2989 3.1768 6.2416
H: -0.7875 2.0822 4.5296
H: 2.8866 1.3531 2.7896
H: 1.9967 1.4893 4.4812
H: 1.0836 -0.4233 2.0663
H: 2.1536 -0.9278 3.4915
H: -1.5462 -1.3721 3.2083
H: -1.9096 -0.1936 4.3533
H: 1.8722 3.2738 -2.0224
H: 1.2061 3.2495 -4.7040
H: -0.8188 1.7668 -5.4845
H: -2.3280 0.3094 -3.7382
H: -1.6766 0.2876 -1.1241
H: 0.6085 5.9932 3.3433
H: 1.9878 6.5535 -0.3651
H: -1.7035 3.8582 0.1878
H: -1.4336 5.0568 -0.9700
H: -2.1051 6.6961 0.4726
C: -1.5290 -2.7991 0.1731
C: -2.1204 -2.8420 1.5453
N: -2.5843 -2.8765 2.6273
H: -0.7365 -3.5435 0.0873
H: -2.2991 -3.0116 -0.5704
H: -1.1102 -1.8096 -0.0201
C: 3.1648 -0.5216 -2.2528
C: 1.9960 -1.4359 -2.3473
N: 1.0611 -2.1560 -2.4216
H: 2.8683 0.3969 -1.7376
H: 3.9728 -1.0074 -1.7036
H: 3.5207 -0.2690 -3.2527
C: -3.6619 -6.5218 2.2436
C: -3.0319 -6.3876 0.8899
N: -2.5412 -6.2776 -0.1755
H: -4.1407 -7.4977 2.3352
H: -2.9028 -6.4246 3.0207
H: -4.4128 -5.7423 2.3804
C: 3.6998 6.2127 7.0764
C: 2.8762 6.6105 5.8908
N: 2.2290 6.9230 4.9595
H: 4.6107 5.7129 6.7439
H: 3.9692 7.0978 7.6542
H: 3.1309 5.5318 7.7113
C: 1.0214 -3.7711 -5.0849
C: 1.5224 -3.9816 -6.4810
N: 1.9160 -4.1474 -7.5772
H: 0.9678 -2.7045 -4.8663
H: 0.0267 -4.2064 -4.9783
H: 1.6965 -4.2466 -4.3723
C: -4.8641 -1.2102 -5.9614
C: -3.3737 -1.0704 -5.9491
N: -2.2028 -0.9603 -5.9379
H: -5.1616 -2.0568 -5.3412
H: -5.3246 -0.3022 -5.5698
H: -5.2125 -1.3756 -6.9819
C: -4.2580 4.1577 -3.9885
C: -3.0499 5.0046 -3.7360
N: -2.0980 5.6649 -3.5451
H: -4.6426 4.3502 -4.9911
H: -3.9939 3.1020 -3.9038
H: -5.0338 4.3914 -3.2580
C: 1.1893 -6.3698 -0.8833
C: 2.4012 -5.5326 -0.6095
N: 3.3529 -4.8758 -0.3943
H: 0.8089 -6.1516 -1.8821
H: 1.4449 -7.4286 -0.8256
H: 0.4118 -6.1528 -0.1487
C: 1.7125 -8.7953 2.1231
C: 0.2286 -8.7795 2.3600
N: -0.9356 -8.7668 2.5472
H: 2.2084 -8.1145 2.8164
H: 2.1031 -9.8026 2.2737
H: 1.9267 -8.4798 1.1016
C: -4.7767 -0.4519 -0.0247
C: -4.2723 -0.6681 -1.4187
N: -3.8759 -0.8382 -2.5138
H: -4.8273 0.6167 0.1894
H: -5.7727 -0.8844 0.0801
H: -4.1043 -0.9274 0.6916
C: 7.2307 0.8866 -0.9027
C: 6.4339 1.2536 -2.1162
N: 5.8078 1.5417 -3.0691
H: 8.1581 0.3965 -1.2025
H: 7.4703 1.7844 -0.3313
H: 6.6553 0.2063 -0.2733

Atomic partial charges in e from the Mulliken method, atoms 1 to 5: atom 1 (C): -0.985, atom 2 (C): 0.711, atom 3 (F): -0.375, atom 4 (Si): 0.339, atom 5 (C): -0.882

***

Entry 4:
DFT (ωB97M-V with the def2-TZVPD basis set) results for C34H54BHfN4O7P2 as an isolated structure at a distorted geometry.

Output
* orbital gap (alpha / beta): 4.481 / 4.485 eV
* energy relative to the best compared isomer or geometry (same formula, charge and spin): 1.862 eV
* HOMO (alpha / beta): -8.09 / -8.10 eV
* charge: +1
* molecular weight: 882.08 g/mol
* electronic energy: -76979.800 eV
* 2S+1: 1

Element x y z (Å)
Hf: 12.2050 12.1103 12.7851
O: 16.2672 11.1544 12.1952
C: 15.0266 11.2360 12.5644
O: 14.1535 11.8666 11.9075
C: 14.7637 10.8745 13.9545
O: 13.4054 11.1766 14.3697
C: 12.8855 10.7939 15.6830
C: 11.3870 11.0589 15.6280
O: 10.6752 10.7906 16.5572
O: 11.0649 11.5945 14.4023
H: 16.5258 11.6642 11.3868
H: 15.4497 11.4699 14.5094
H: 15.0656 9.8273 14.1337
H: 13.4013 11.3198 16.4903
H: 13.0817 9.6929 15.7735
C: 10.6216 12.8906 7.1900
C: 11.7708 12.0134 6.6827
C: 11.1856 10.5263 6.8387
C: 12.2601 12.2765 5.2798
P: 13.2654 12.1147 7.9085
C: 13.6629 13.9925 7.7558
N: 12.8966 14.8103 8.7170
B: 12.5864 14.4133 10.0600
N: 12.0624 15.6480 10.6340
C: 11.6388 15.9553 11.9610
P: 12.2348 14.9002 13.4038
C: 13.8257 15.7421 14.0120
C: 13.5610 17.1882 14.4167
C: 14.4647 14.9288 15.1573
C: 14.8291 15.6844 12.8114
C: 10.8336 15.2646 14.6584
C: 9.5770 14.4460 14.3917
C: 11.2254 14.7770 16.0812
C: 10.3955 16.7345 14.5948
C: 12.0351 16.6800 9.6533
C: 11.6108 18.0017 9.8203
C: 11.5844 18.7727 8.6600
C: 12.0350 18.2372 7.4522
C: 12.5404 16.9143 7.3708
C: 12.5607 16.1524 8.4655
C: 14.7956 11.3041 7.1250
C: 15.7446 11.1015 8.3708
C: 15.5118 12.2525 6.1073
C: 14.6369 9.8798 6.5614
H: 9.6494 12.5999 6.7650
H: 10.7497 13.9419 7.0804
H: 10.5422 12.7413 8.2824
H: 10.2333 10.5874 6.3051
H: 10.9857 10.4265 7.8991
H: 11.7834 9.6610 6.5681
H: 11.4275 12.1928 4.5878
H: 13.0393 11.5266 5.0942
H: 12.6503 13.2876 5.0669
H: 13.3556 14.2670 6.7625
H: 14.7665 14.1936 7.8045
H: 10.5653 15.8581 11.8900
H: 11.9353 16.9699 12.1954
H: 12.8615 17.3166 15.2825
H: 13.1993 17.7856 13.5510
H: 14.4934 17.6498 14.7609
H: 13.9172 14.9903 16.0861
H: 15.4289 15.3930 15.3772
H: 14.6760 13.8994 14.8413
H: 14.3064 16.0973 11.8809
H: 15.1501 14.6603 12.6051
H: 15.6860 16.2113 13.0741
H: 9.7457 13.3535 14.4728
H: 9.1665 14.6009 13.3837
H: 8.8536 14.7893 15.1861
H: 11.7173 13.8067 16.1179
H: 10.3231 14.5830 16.7790
H: 11.8480 15.4691 16.6613
H: 10.0249 16.9365 13.6068
H: 11.1869 17.4881 14.6915
H: 9.5922 16.8885 15.3481
H: 11.4158 18.4120 10.8388
H: 11.2379 19.8394 8.7413
H: 11.9951 18.8702 6.5322
H: 13.0392 16.5738 6.5008
H: 15.7952 11.9840 9.0558
H: 16.7399 10.9017 7.9326
H: 15.4594 10.2241 8.9868
H: 14.9065 13.0742 5.6680
H: 15.8770 11.7016 5.2009
H: 16.3896 12.8033 6.5271
H: 14.0229 9.1883 7.1991
H: 15.6047 9.4431 6.4594
H: 14.1467 9.8173 5.5706
O: 10.7060 12.5199 11.5206
N: 9.8750 11.4295 11.2446
N: 10.4973 10.3309 11.4257
O: 11.8494 10.2795 11.8574
C: 9.9118 9.0925 11.3753
C: 8.4821 9.0048 11.2131
C: 7.8618 7.7758 11.0632
C: 8.6288 6.6169 11.2819
C: 9.9998 6.6382 11.5172
C: 10.6821 7.8979 11.5534
H: 7.8911 9.9027 11.0686
H: 6.7612 7.6547 10.9222
H: 8.0913 5.7135 11.1532
H: 10.5661 5.7448 11.6967
H: 11.7285 7.9258 11.6410

Atomic partial charges in e from the Mulliken method, atoms 1 to 5: atom 1 (Hf): 2.177, atom 2 (O): -0.516, atom 3 (C): 0.253, atom 4 (O): -0.340, atom 5 (C): -0.864